{"formula": "C6H12N2O", "method": "ωB97M-V/def2-TZVPD", "symbols": ["C", "C", "C", "C", "C", "C", "N", "N", "O", "H", "H", "H", "H", "H", "H", "H", "H", "H", "H", "H", "H"], "positions_angstrom": [[-0.9844, 0.3201, 2.5696], [-0.4521, 1.0108, 1.4343], [-1.3075, -1.1531, 2.0055], [0.0979, -0.0768, 0.4786], [1.7693, 0.0158, -2.7673], [0.4563, -0.3647, -2.0962], [1.4959, -0.2484, 0.1781], [0.5262, 0.3216, -0.8101], [-0.7527, -1.0824, 0.6554], [-0.3508, 0.0250, 3.4260], [-1.8788, 0.7703, 3.0549], [-1.1671, 1.4993, 0.8116], [0.3022, 1.7614, 1.8055], [-0.7938, -1.9832, 2.5526], [-2.4330, -1.2019, 1.9922], [2.5082, -0.5901, -2.3556], [1.8109, -0.1285, -3.9312], [1.9732, 1.0190, -2.6764], [-0.3379, -0.0284, -2.7735], [0.2903, -1.4781, -1.9540], [2.1668, 0.3093, 0.6514]], "nbo_charge": [-0.438, -0.457, -0.064, 0.515, -0.597, -0.233, -0.526, -0.304, -0.515, 0.210, 0.216, 0.229, 0.218, 0.188, 0.189, 0.212, 0.196, 0.211, 0.207, 0.188, 0.353], "relative_energy_kcal_mol": 87.78, "smiles": "CCN1N[C@@]12CCCO2", "spin_multiplicity": 1, "homo_ha": -0.3166, "lumo_energy_ev": 0.978, "max_force_ev_per_a": 5.11, "energy_ha": -420.444017}